(1)
Computed, not measured: a cluster of 10 separate species, C45H51N10O18 in total, with ωB97M-V/def2-TZVPD.

Computed properties:
- energy above the lowest of the compared OMol25 structures with the same formula, charge and spin (eV) = 0.000
- 2S+1 = 1
- Kohn-Sham gap (eV) = 6.89
- charge = -1
- HOMO energy (Ha) = -0.2607
- E_LUMO (hartree) = -0.008

Last column: Mulliken charge in e.
Cartesian coordinates (Å):
N (-35.04087, -17.09389, 5.71823)  0.084
O (-35.76008, -18.14568, 5.56666)  -0.390
O (-35.30442, -16.03100, 5.09036)  -0.201
O (-34.18176, -17.07400, 6.54349)  -0.049
C (-33.32468, -13.70413, 7.35876)  0.205
C (-33.22770, -12.79057, 8.52340)  -0.484
C (-33.07439, -11.26225, 8.33981)  -0.914
C (-33.11607, -10.76067, 6.96511)  0.247
C (-32.97172, -11.70422, 5.74112)  -1.109
C (-33.03392, -13.17796, 6.03179)  0.150
N (-32.91656, -9.25982, 6.71880)  0.860
O (-33.43271, -8.47560, 7.55621)  -0.534
O (-32.60622, -8.84730, 5.59029)  -0.559
H (-33.44341, -14.78180, 7.57591)  0.066
H (-33.20104, -13.19366, 9.53829)  0.386
H (-33.26835, -10.59582, 9.10502)  0.448
H (-32.99144, -11.24598, 4.81369)  0.682
H (-32.86097, -13.88296, 5.26500)  0.523
C (-34.22806, -15.70519, 11.21373)  -0.448
C (-34.51039, -15.98165, 9.79389)  -1.396
C (-35.96680, -15.90533, 9.39287)  0.598
C (-37.06848, -15.40314, 10.24263)  -0.120
C (-36.67884, -15.11681, 11.70280)  -0.482
C (-35.23318, -15.37809, 12.21620)  -0.856
N (-38.43387, -15.18461, 9.71828)  0.982
O (-38.74966, -15.62137, 8.58021)  -0.558
O (-39.22795, -14.54511, 10.36757)  -0.591
H (-33.13685, -15.77565, 11.41011)  0.370
H (-33.83439, -16.18632, 9.20861)  1.349
H (-35.90188, -16.23412, 8.34375)  0.172
H (-37.50760, -14.71771, 12.25119)  0.453
H (-34.82675, -15.16070, 13.10306)  0.482
C (-34.99933, -17.39834, 0.82494)  -0.748
C (-35.93774, -16.67119, 1.87306)  0.499
C (-37.38159, -16.52167, 1.32836)  -0.657
C (-37.77108, -17.06733, -0.04053)  0.032
C (-36.77126, -17.68910, -0.88907)  -0.583
C (-35.36733, -17.88430, -0.36674)  -0.322
N (-39.17950, -16.89432, -0.49140)  0.863
O (-39.50167, -17.09282, -1.73601)  -0.579
O (-39.94006, -16.33686, 0.28890)  -0.518
H (-34.05693, -17.59425, 1.29279)  0.361
H (-35.60214, -16.55960, 2.89030)  0.325
H (-38.07221, -15.97696, 1.90173)  0.578
H (-37.10242, -18.26504, -1.75932)  0.383
H (-34.55908, -18.31366, -1.04686)  0.345
C (-38.08958, -20.29279, 6.48080)  -0.369
C (-39.07432, -21.53205, 6.23830)  -0.471
C (-39.26286, -22.64036, 7.36626)  -0.644
C (-38.36331, -22.55011, 8.51432)  0.159
C (-37.69272, -21.14280, 8.87605)  -0.476
C (-37.64458, -20.03464, 7.72087)  -0.363
N (-38.47420, -23.64383, 9.51014)  0.965
O (-38.87482, -24.71830, 9.13481)  -0.576
O (-37.96891, -23.39988, 10.62785)  -0.583
H (-37.88472, -19.62052, 5.65337)  0.654
H (-39.56764, -21.66014, 5.07155)  0.198
H (-39.90266, -23.39848, 7.17297)  0.536
H (-37.38773, -20.86414, 9.93282)  0.340
H (-37.03446, -19.17504, 7.72519)  0.592
C (-35.78486, -11.32732, 2.28527)  -0.512
C (-35.65160, -12.61127, 3.27324)  -0.615
C (-34.48844, -13.60486, 2.76233)  0.632
C (-33.38378, -13.16655, 1.77351)  -0.124
C (-33.71415, -11.98975, 0.79476)  -0.624
C (-34.94118, -11.12940, 1.11747)  -0.478
N (-32.21994, -13.90499, 1.60381)  0.881
O (-31.94907, -14.85067, 2.39757)  -0.456
O (-31.33784, -13.70203, 0.71701)  -0.616
H (-36.77366, -10.76931, 2.18030)  0.285
H (-36.40043, -12.86960, 4.05211)  0.408
H (-34.44409, -14.63847, 3.13294)  0.363
H (-33.07945, -11.67615, -0.06321)  0.427
H (-35.37126, -10.42838, 0.47885)  0.435
C (-30.07468, -15.19926, 5.58667)  -0.317
C (-28.64685, -15.22818, 6.00327)  -0.845
C (-28.42927, -16.31167, 7.06425)  -0.486
C (-29.47706, -17.18724, 7.67476)  -0.207
C (-30.89800, -17.04653, 7.08227)  -0.018
C (-31.14232, -15.95788, 6.04289)  0.162
N (-29.22793, -18.11334, 8.82364)  0.976
O (-30.31418, -18.66056, 9.26362)  -0.587
O (-28.10414, -18.33047, 9.06197)  -0.571
H (-30.12375, -14.24200, 4.92144)  0.123
H (-27.81075, -14.56398, 5.69965)  0.385
H (-27.48077, -16.41105, 7.60788)  0.367
H (-31.66549, -17.73239, 7.36009)  0.408
H (-32.09792, -15.69444, 5.68351)  0.505
C (-32.46690, -22.39734, 6.99686)  0.255
O (-32.48374, -23.61141, 6.64619)  -0.663
N (-33.67945, -21.82162, 7.26858)  0.238
C (-33.65377, -20.32552, 7.43207)  -0.635
C (-34.97482, -22.49325, 7.14283)  -0.789
H (-31.60155, -21.65510, 7.12010)  0.217
H (-32.58812, -20.16935, 7.62581)  -0.025
H (-34.29372, -19.91927, 8.24159)  0.163
H (-34.00352, -19.66601, 6.68305)  0.307
H (-35.48487, -21.82240, 6.54863)  0.246
H (-35.53174, -22.58638, 8.23145)  0.167
H (-34.93456, -23.48839, 6.88789)  0.430
C (-40.70584, -14.73154, 4.43835)  0.192
O (-41.87196, -15.04805, 3.98684)  -0.640
N (-39.70661, -15.63601, 4.56528)  0.366
C (-38.42619, -15.34494, 5.23198)  -0.891
C (-39.86886, -17.02691, 4.27564)  -1.051
H (-40.56496, -13.51958, 4.64646)  0.225
H (-37.87122, -16.14979, 5.70038)  0.007
H (-38.60997, -14.62574, 5.95639)  0.598
H (-37.69138, -14.90626, 4.47462)  0.120
H (-40.69948, -17.28949, 3.64845)  0.316
H (-40.02776, -17.62846, 5.18059)  0.412
H (-38.93585, -17.36816, 3.85185)  0.277
C (-31.27229, -18.76941, 2.25695)  0.138
O (-30.45802, -19.38422, 1.43056)  -0.707
N (-32.42622, -19.26125, 2.56289)  0.237
C (-33.29267, -18.61919, 3.64669)  -1.831
C (-33.01579, -20.42479, 1.90623)  -1.065
H (-30.87595, -17.79710, 2.78557)  0.305
H (-32.74202, -18.64601, 4.51674)  1.178
H (-34.07245, -19.17824, 3.89384)  0.478
H (-33.60642, -17.65371, 3.46191)  0.056
H (-32.49391, -21.34304, 2.00789)  0.432
H (-33.16049, -20.65772, 0.66708)  0.216
H (-33.90759, -20.72862, 2.31914)  0.511

***

(2)
Computed, not measured: a structure of composition C5H14BFGaO4, with ωB97M-V/def2-TZVPD.

Computed properties:
- 2S+1 = 1
- Kohn-Sham gap (eV) = 7.40
- charge = -1
- HOMO energy (Ha) = -0.1559
- E_LUMO (hartree) = 0.116

Last column: Mulliken charge in e.
Cartesian coordinates (Å):
C (0.24507, -0.95297, -1.36182)  -0.390
O (1.32100, -0.10129, -0.93809)  -0.485
B (1.15044, 1.25854, -1.31225)  0.327
O (2.21791, 1.81296, -2.09936)  -0.585
Ga (-0.52003, 2.36550, -0.69301)  0.399
C (-2.19336, 2.15113, -1.89451)  -0.891
C (-3.44622, 1.57447, -1.17147)  0.508
O (-3.42091, 1.17817, -0.08417)  -0.385
F (-4.65900, 1.57787, -1.88365)  -0.299
H (0.61277, -1.54115, -2.23653)  0.227
H (-0.00768, -1.62449, -0.48770)  0.197
H (-0.68924, -0.42507, -1.65076)  0.141
H (2.76251, 2.38993, -1.53985)  0.256
H (-0.06588, 3.91399, -0.56230)  -0.405
H (-0.90923, 1.81461, 0.77925)  -0.294
H (-2.03111, 1.55330, -2.82147)  0.311
H (-2.51914, 3.16831, -2.23668)  0.387
C (1.09585, -1.78517, 3.21357)  -1.022
C (1.55228, -2.85513, 2.23858)  -0.239
O (1.21679, -2.49103, 0.90714)  -0.485
H (0.01762, -1.63536, 3.13862)  0.264
H (1.34347, -2.06088, 4.24189)  0.357
H (1.56791, -0.82708, 2.98409)  0.318
H (1.06227, -3.80530, 2.45719)  0.265
H (2.63689, -3.00213, 2.30341)  0.251
H (1.65901, -1.65173, 0.70987)  0.271

***

(3)
Computed, not measured: a structure of composition C17H20F5OSn, with ωB97M-V/def2-TZVPD.

Computed properties:
- energy above the lowest of the compared OMol25 structures with the same formula, charge and spin (eV) = 2.212
- 2S+1 = 1
- Kohn-Sham gap (alpha / beta) (eV) = 4.08 / 2.92
- charge = -1
- HOMO energy (alpha / beta) (Ha) = -0.0811 / -0.0588
- E_LUMO (alpha / beta) (hartree) = 0.069 / 0.049

Last column: Mulliken charge in e.
Cartesian coordinates (Å):
Sn (-1.01455, -0.12222, -0.08945)  0.841
C (-1.98382, -0.44118, -2.34635)  -0.640
C (-1.34028, 0.86225, -2.21934)  -0.402
C (-0.00484, 0.73169, -2.74033)  -0.718
H (-1.86599, 1.80251, -2.03668)  0.532
C (0.16116, -0.59812, -3.19188)  -0.496
C (-1.04197, -1.31179, -2.97141)  -0.718
H (-1.24975, -2.32960, -3.29687)  0.431
H (-3.05010, -0.63059, -2.18246)  0.663
H (0.70157, 1.55158, -2.84748)  0.456
H (1.03411, -0.97917, -3.71510)  0.436
C (-1.37440, -2.17447, 1.25013)  -0.787
C (-1.25746, -3.23151, 0.29306)  -0.902
C (0.08654, -3.32845, -0.11036)  -0.696
H (-2.06373, -3.91441, 0.01433)  0.395
C (0.86019, -2.40790, 0.62478)  -0.519
C (-0.02648, -1.64642, 1.46695)  -0.229
H (0.26789, -1.01146, 2.30456)  0.774
H (-2.23987, -1.94561, 1.86322)  0.743
H (0.48086, -4.05437, -0.82246)  0.366
H (1.94856, -2.35981, 0.65919)  0.451
O (-0.84788, 1.93228, 0.31896)  -0.449
C (2.88257, 0.94750, 0.54619)  1.250
C (2.02948, 2.17408, 0.49270)  -1.179
C (3.34959, 0.32801, -0.71391)  -1.125
C (3.17796, 0.32129, 1.85128)  -1.383
C (0.34688, 2.64873, 0.38135)  -0.643
H (2.41983, 2.77318, -0.35229)  0.372
H (2.26310, 2.74502, 1.40876)  0.365
H (0.21594, 3.31410, 1.24911)  0.369
H (0.33550, 3.29491, -0.50613)  0.287
H (4.45252, 0.23374, -0.71512)  0.419
H (3.06705, 0.92545, -1.59887)  0.201
H (2.94130, -0.68972, -0.86730)  0.096
H (4.18822, 0.59203, 2.20607)  0.404
H (3.14438, -0.77665, 1.79962)  0.225
H (2.46029, 0.65217, 2.61682)  0.282
F (-3.98800, -0.57024, 0.73848)  -0.302
C (-3.14433, 0.51824, 0.82047)  0.235
F (-3.62134, 1.47930, -0.04005)  -0.288
C (-3.17274, 1.06285, 2.26559)  0.673
F (-4.41608, 0.96476, 2.80078)  -0.293
F (-2.32565, 0.31390, 3.05085)  -0.269
F (-2.78625, 2.35416, 2.34058)  -0.228

***

(4)
Computed, not measured: an isolated molecule of C4H4N2, with ωB97M-V/def2-TZVPD.

Computed properties:
- energy above the lowest of the compared OMol25 structures with the same formula, charge and spin (eV) = 4.753
- 2S+1 = 1
- Kohn-Sham gap (eV) = 10.68
- charge = 0
- HOMO energy (Ha) = -0.3576
- E_LUMO (hartree) = 0.035
- structure (SMILES) = C1=N[C@@H]1[C@@H]1C=N1

Last column: Mulliken charge in e.
Cartesian coordinates (Å):
C (0.99635, 1.47977, 0.31720)  -0.100
N (0.25107, 1.56615, 1.31567)  -0.470
C (-0.31307, 0.86012, 0.12453)  -0.124
C (-0.61814, -0.77303, 0.26865)  -0.023
C (0.03081, -1.59639, -0.71528)  -0.189
N (-1.16860, -1.35686, -1.00533)  -0.500
H (1.92362, 1.85730, -0.10781)  0.309
H (-1.17968, 1.12199, -0.39075)  0.406
H (-0.85256, -1.05603, 1.30761)  0.389
H (0.93019, -2.10302, -1.11450)  0.303

***

(5)
Computed, not measured: a cluster of 2 separate species, C4H11NO in total, with ωB97M-V/def2-TZVPD.

Computed properties:
- energy above the lowest of the compared OMol25 structures with the same formula, charge and spin (eV) = 1.597
- 2S+1 = 1
- Kohn-Sham gap (eV) = 9.89
- charge = 0
- HOMO energy (Ha) = -0.3260
- E_LUMO (hartree) = 0.038
- structure (SMILES) = CC=O.CNC

Last column: Mulliken charge in e.
Cartesian coordinates (Å):
C (-0.20641, -1.30279, -1.77807)  -0.916
C (0.80832, -1.58469, -0.72036)  0.134
O (1.83920, -0.97676, -0.57452)  -0.495
H (0.13146, -0.45194, -2.36510)  0.283
H (-1.18713, -1.06851, -1.37835)  0.301
H (-0.25611, -2.17474, -2.44106)  0.344
H (0.59419, -2.41610, -0.01833)  0.358
C (-0.84205, 2.32951, 0.49775)  -1.008
N (-0.59723, 0.89001, 0.47793)  -0.213
C (-0.70522, 0.29633, 1.81280)  -0.991
H (-1.91854, 2.49728, 0.56781)  0.328
H (-0.38060, 2.81232, 1.36432)  0.340
H (-0.54986, 2.77947, -0.44638)  0.336
H (0.34098, 0.70890, 0.14819)  0.208
H (0.23283, -0.02732, 2.26227)  0.315
H (-1.42169, -0.52932, 1.81536)  0.278
H (-1.14924, 1.00499, 2.51708)  0.397

***

The F_max results, record by record, are as follows: 15.7, 3.4, 2.6, 4.6, 0.9 eV/A.